[1]
Computed, not measured: a structure of composition C32H40N4O9P2SSc, with ωB97M-V/def2-TZVPD.

Element x y z (Å)
Sc (-0.593, -0.098, -0.062)
C (-1.847, 0.528, 2.939)
C (-2.557, 1.355, 2.042)
C (-3.044, 0.550, 0.993)
C (-2.602, -0.790, 1.225)
C (-1.882, -0.781, 2.456)
C (-1.393, -1.995, 3.189)
C (-3.301, -2.024, 0.703)
C (-4.072, 0.938, -0.031)
C (-2.761, 2.831, 2.230)
C (-1.097, 1.001, 4.143)
H (-2.182, -2.751, 3.261)
H (-1.102, -1.735, 4.208)
H (-0.533, -2.484, 2.726)
H (-2.630, -2.754, 0.248)
H (-4.042, -1.763, -0.053)
H (-3.836, -2.527, 1.516)
H (-3.959, 0.368, -0.956)
H (-4.010, 1.993, -0.302)
H (-5.089, 0.759, 0.336)
H (-1.814, 3.373, 2.315)
H (-3.329, 3.044, 3.142)
H (-3.322, 3.268, 1.403)
H (-0.017, 0.854, 4.035)
H (-1.397, 0.475, 5.054)
H (-1.247, 2.067, 4.314)
N (3.613, -0.022, 0.264)
C (2.983, 1.302, 0.154)
C (3.985, 2.465, 0.133)
P (1.811, 1.563, 1.559)
O (2.633, 0.754, 2.701)
O (1.625, 2.988, 1.880)
O (0.543, 0.736, 1.294)
P (1.992, 1.310, -1.387)
O (3.175, 0.944, -2.448)
O (1.425, 2.650, -1.657)
O (1.038, 0.117, -1.374)
H (4.128, -0.093, 1.135)
H (4.254, -0.155, -0.510)
H (2.244, -1.550, 0.304)
H (4.552, 2.479, 1.065)
H (3.473, 3.417, 0.033)
H (4.676, 2.333, -0.703)
H (2.106, 0.659, 3.486)
H (2.866, 1.068, -3.340)
O (-0.686, -1.890, -3.365)
C (-0.464, -2.198, -2.204)
O (-1.031, -1.651, -1.181)
C (0.500, -3.327, -1.900)
C (0.642, -4.284, -2.902)
C (1.472, -5.380, -2.748)
C (2.195, -5.526, -1.575)
C (2.075, -4.577, -0.574)
C (1.237, -3.472, -0.717)
S (1.202, -2.341, 0.672)
H (0.082, -4.133, -3.814)
H (1.556, -6.113, -3.539)
H (2.854, -6.373, -1.437)
H (2.639, -4.677, 0.342)
C (3.395, 6.643, -3.472)
C (2.303, 5.918, -4.209)
C (1.392, 6.593, -5.013)
C (0.359, 5.920, -5.645)
C (0.226, 4.543, -5.504)
N (-0.854, 3.929, -6.179)
C (-1.322, 2.632, -6.147)
O (-1.761, 2.116, -7.160)
N (-1.315, 1.942, -4.962)
C (-1.409, 2.366, -3.625)
C (-1.585, 3.674, -3.199)
C (-1.603, 3.926, -1.838)
C (-1.479, 2.881, -0.941)
N (-1.403, 1.616, -1.354)
C (-1.367, 1.371, -2.658)
C (1.143, 3.852, -4.722)
C (2.155, 4.542, -4.077)
H (3.416, 7.699, -3.738)
H (4.373, 6.217, -3.698)
H (3.251, 6.568, -2.394)
H (1.476, 7.666, -5.135)
H (-0.360, 6.466, -6.244)
H (-1.078, 4.338, -7.079)
H (-1.516, 0.959, -5.115)
H (-1.684, 4.486, -3.905)
H (-1.685, 4.938, -1.471)
H (-1.430, 3.041, 0.123)
H (-1.273, 0.329, -2.956)
H (1.046, 2.787, -4.580)
H (2.820, 3.993, -3.425)

Calculated values
LUMO level in eV: 2.5
Gap between HOMO and LUMO in hartree: 0.246
Total charge: -1
Energy relative to the best compared isomer or geometry (same formula, charge and spin) in kcal per mole: 28.46

***

[2]
Computed, not measured: a structure of composition C32H41BiGe2IN2O3, with ωB97M-V/def2-TZVPD.

Element x y z (Å)
Bi (2.618, -0.197, -0.092)
C (3.454, -4.151, 2.476)
C (2.613, -3.132, 3.179)
N (2.054, -3.436, 4.323)
C (1.309, -2.511, 4.970)
C (1.116, -1.239, 4.514)
C (0.253, -0.287, 5.306)
O (0.931, 0.905, 5.702)
C (1.702, -0.885, 3.266)
C (1.548, 0.482, 2.822)
N (1.691, 0.958, 1.634)
C (1.468, 2.387, 1.399)
C (1.051, 3.284, 2.490)
C (1.581, 4.518, 2.606)
C (2.659, 5.032, 1.778)
C (3.118, 4.336, 0.723)
C (2.406, 3.121, 0.455)
I (5.133, 0.911, 0.252)
C (2.440, -1.847, 2.577)
O (3.031, -1.656, 1.411)
H (3.454, -5.072, 3.053)
H (4.478, -3.791, 2.364)
H (3.074, -4.347, 1.472)
H (0.859, -2.837, 5.901)
H (-0.149, -0.813, 6.174)
H (-0.599, 0.047, 4.710)
H (1.584, 0.683, 6.374)
H (1.267, 1.179, 3.607)
H (0.321, 2.945, 3.214)
H (1.227, 5.146, 3.413)
H (3.120, 5.971, 2.053)
H (3.971, 4.630, 0.128)
C (1.523, -1.881, -4.596)
C (1.595, -1.585, -3.093)
Ge (0.536, 0.044, -2.687)
C (1.458, 1.487, -3.652)
C (0.681, 1.850, -4.923)
C (-1.258, -0.273, -3.378)
C (-2.106, -0.538, -2.369)
Ge (-1.011, -0.456, -0.737)
C (-1.545, 0.496, 0.907)
C (-3.040, 0.759, 1.116)
C (-0.479, -2.230, -0.062)
C (-1.626, -2.963, 0.646)
C (-3.544, -0.880, -2.488)
C (-4.257, -1.339, -1.385)
C (-5.607, -1.652, -1.476)
C (-6.266, -1.509, -2.686)
C (-5.568, -1.057, -3.800)
C (-4.223, -0.746, -3.702)
H (2.104, -2.769, -4.850)
H (1.916, -1.053, -5.190)
H (0.493, -2.058, -4.912)
H (2.647, -1.469, -2.807)
H (1.202, -2.429, -2.524)
H (2.447, 1.095, -3.900)
H (1.612, 2.370, -3.034)
H (0.552, 0.990, -5.581)
H (1.210, 2.620, -5.486)
H (-0.313, 2.232, -4.687)
H (-1.564, -0.306, -4.422)
H (-1.008, 1.439, 0.963)
H (-1.154, -0.138, 1.709)
H (-3.487, 1.283, 0.270)
H (-3.193, 1.373, 2.006)
H (-3.602, -0.162, 1.263)
H (0.348, -2.090, 0.648)
H (-0.098, -2.839, -0.881)
H (-2.090, -2.346, 1.421)
H (-1.271, -3.875, 1.129)
H (-2.404, -3.246, -0.063)
H (-3.743, -1.468, -0.442)
H (-6.141, -2.003, -0.602)
H (-7.319, -1.748, -2.764)
H (-6.078, -0.945, -4.748)
H (-3.699, -0.385, -4.578)
C (0.012, 3.596, -0.657)
C (1.064, 2.807, 0.032)
O (2.246, 2.259, -0.665)
H (-0.040, 4.605, -0.246)
H (-0.968, 3.128, -0.581)
H (0.274, 3.669, -1.712)

Calculated values
LUMO level in eV: -3.6
Gap between HOMO and LUMO in hartree: 0.258
Total charge: +1
Energy relative to the best compared isomer or geometry (same formula, charge and spin) in kcal per mole: 26.53

***

[3]
Computed, not measured: a structure of composition C32H41N3P2PdS3, with ωB97M-V/def2-TZVPD.

Element x y z (Å)
Pd (-0.547, 0.701, 0.638)
C (-4.439, -1.783, -1.427)
C (-3.566, -1.183, -0.323)
C (-3.118, -2.263, 0.665)
P (-2.137, -0.167, -0.882)
C (-1.307, -0.909, -2.355)
C (-0.923, -2.366, -2.088)
C (-2.046, -0.747, -3.681)
C (-2.795, 1.429, -1.415)
C (-4.127, 1.724, -1.684)
C (-4.498, 3.007, -2.054)
C (-3.527, 3.999, -2.133)
C (-2.202, 3.727, -1.840)
C (-1.811, 2.434, -1.470)
N (-0.541, 2.084, -1.035)
C (0.615, 2.438, -1.671)
C (0.656, 3.164, -2.883)
C (1.854, 3.558, -3.441)
C (3.071, 3.255, -2.835)
C (3.054, 2.484, -1.688)
C (1.861, 2.034, -1.123)
P (1.819, 0.903, 0.283)
C (2.961, -0.508, -0.056)
C (4.461, -0.221, -0.075)
C (2.519, -1.212, -1.336)
C (2.573, 1.826, 1.688)
C (2.711, 0.922, 2.911)
C (1.713, 3.049, 2.004)
H (-5.348, -2.193, -0.982)
H (-3.927, -2.604, -1.930)
H (-4.734, -1.060, -2.187)
H (-4.148, -0.444, 0.239)
H (-2.526, -3.035, 0.170)
H (-3.995, -2.748, 1.098)
H (-2.520, -1.842, 1.472)
H (-0.389, -0.313, -2.404)
H (-1.794, -3.020, -2.144)
H (-0.469, -2.499, -1.104)
H (-0.209, -2.706, -2.840)
H (-2.950, -1.356, -3.718)
H (-1.397, -1.069, -4.499)
H (-2.324, 0.291, -3.861)
H (-4.886, 0.958, -1.599)
H (-5.534, 3.235, -2.264)
H (-3.812, 5.008, -2.401)
H (-1.470, 4.523, -1.848)
H (-0.267, 3.419, -3.382)
H (1.839, 4.122, -4.366)
H (4.005, 3.596, -3.259)
H (3.993, 2.228, -1.214)
H (2.763, -1.178, 0.787)
H (4.759, 0.307, -0.980)
H (5.004, -1.170, -0.064)
H (4.791, 0.354, 0.790)
H (2.685, -0.573, -2.206)
H (1.460, -1.468, -1.303)
H (3.089, -2.133, -1.479)
H (3.561, 2.165, 1.361)
H (1.727, 0.581, 3.244)
H (3.162, 1.471, 3.739)
H (3.325, 0.039, 2.722)
H (0.721, 2.748, 2.356)
H (1.579, 3.686, 1.128)
H (2.181, 3.641, 2.792)
S (0.819, -0.965, 6.356)
C (-0.052, -0.638, 4.993)
S (-1.144, 0.728, 4.910)
C (-1.464, 0.405, 3.233)
N (-0.840, -0.648, 2.795)
N (-0.077, -1.249, 3.780)
C (0.614, -2.429, 3.364)
C (0.983, -3.418, 4.267)
C (1.635, -4.553, 3.806)
C (1.915, -4.717, 2.459)
C (1.521, -3.735, 1.560)
C (0.870, -2.597, 2.004)
S (-2.386, 1.396, 2.169)
H (0.767, -3.303, 5.316)
H (1.920, -5.317, 4.516)
H (2.425, -5.605, 2.110)
H (1.718, -3.853, 0.501)
H (0.544, -1.841, 1.303)

Calculated values
Spin multiplicity: 3
LUMO level (alpha / beta) in eV: 0.4 / -1.4
Gap between HOMO and LUMO (alpha / beta) in hartree: 0.275 / 0.209
Total charge: 0
<S²>: 2.008

***

Number 1: calculated total energy -108350.0740 eV. Number 2: calculated total energy -169935.0575 eV. Number 3: calculated total energy -92884.0340 eV.